The following is a quantum chemistry calculation of a molecular structure, C16H36AsCoN2Si2 at a distorted geometry, from the OMol25 dataset.

ORCA input file:
```
! RIJCOSX wB97M-V def2-TZVPD def2/J DEFGRID3
* xyz 2 5
As -0.04 -1.30 0.92
Co 0.25 0.69 -0.33
Si -0.22 -3.46 -0.12
Si 0.17 -1.59 3.31
N 2.28 0.81 -0.95
N 1.54 0.04 -1.93
C 0.84 0.03 3.90
C 1.35 3.03 -3.87
C -0.53 4.67 -3.64
C -1.48 2.00 0.47
C -1.09 2.23 -1.94
C 0.35 3.36 -0.40
C -0.04 3.13 -1.73
C -0.81 -3.12 -1.84
C -0.35 2.80 0.67
C -2.37 1.58 1.61
C -1.80 1.68 -0.87
C -1.54 -1.95 3.89
C 1.48 -4.18 -0.07
C 1.35 -2.98 3.55
C 0.56 3.90 -2.89
C -1.46 -4.40 0.87
H -2.40 -3.85 0.94
H 2.96 0.21 -0.48
H 2.04 -0.80 -2.22
H 0.18 0.85 3.61
H -1.52 -2.12 4.97
H -2.21 -1.12 3.69
H 1.44 -5.18 -0.52
H -2.31 2.30 2.42
H -2.09 0.60 2.00
H 1.70 3.63 -4.71
H 2.32 -2.78 3.08
H 1.86 -4.28 0.94
H 1.41 0.62 -2.76
H -1.13 5.28 -2.97
H 1.52 -3.10 4.63
H -0.92 -4.06 -2.39
H -0.07 5.33 -4.38
H 2.19 -3.58 -0.66
H -1.78 -2.63 -1.83
H -0.06 3.07 1.69
H 0.72 2.24 -4.29
H 0.96 -3.93 3.17
H -1.10 -4.62 1.88
H 0.91 0.03 4.99
H -1.41 1.99 -2.94
H 2.78 1.58 -1.37
H 1.84 0.21 3.50
H 1.25 4.64 -2.45
H 2.24 2.59 -3.42
H -2.67 1.07 -1.07
H -1.66 -5.35 0.38
H -0.10 -2.49 -2.39
H -3.41 1.52 1.28
H -1.94 -2.85 3.41
H 1.18 4.03 -0.20
H -1.20 4.00 -4.18
*
```

Calculated values
LUMO energy (alpha / beta)	-5.79 / -7.85	eV
energy relative to the best compared isomer or geometry (same formula, charge and spin)	15.0	kJ/mol
electronic energy	-4937.78700	a.u.
HOMO-LUMO gap (alpha / beta)	0.32524 / 0.27452	hartree